No. 1
Formula: C32H45Cl2IN2O27P2S5
Source: the OMol25 dataset
Level of theory: ωB97M-V with the def2-TZVPD basis set

The value obtained for the largest force on an atom is 2.15 eV Å⁻¹. For the HOMO-LUMO gap, the calculation gives 0.2842 hartree. The SMILES is CCCCNc1c(P(O)Cl)c(Cl)c2c(c1P(=N)(O)O)C(=O)c1ccc([C@H](I)CC)c(COO)c1C2=O.O=S1(=O)OCCO1.O=S1(=O)OCCO1.O=S1(=O)OCCO1.O=S1(=O)OCCO1.O=S1(=O)OCCO1.

```
116
Properties=species:S:1:pos:R:3:mulliken_charge:R:1
C 5.0960 3.7854 1.2676 -1.498
C 6.0527 2.6000 1.3871 -0.088
C 5.3821 1.2083 1.4506 -0.310
C 3.9508 1.1455 0.9313 -0.760
N 3.5857 -0.2455 0.6472 0.388
C 2.1924 -0.4852 0.5856 -1.645
C 1.6051 -0.9580 1.7748 0.584
P 2.8208 -1.2740 3.1543 0.364
O 2.0317 -2.2953 4.1555 -0.467
Cl 2.6456 0.5568 4.1509 -0.295
C 0.2210 -1.1439 1.8168 1.004
Cl -0.5988 -1.6154 3.2675 -0.275
C -0.5603 -0.9020 0.6863 0.565
C 0.0367 -0.4542 -0.4979 0.106
C 1.4231 -0.2364 -0.5662 1.202
P 2.1501 0.4001 -2.1129 0.835
N 1.5136 1.7862 -2.3847 -0.923
O 1.9233 -0.6582 -3.2810 -0.374
O 3.7546 0.4782 -2.0005 -0.416
C -0.9178 -0.1731 -1.6256 -0.695
O -0.7068 -0.4226 -2.7801 -0.568
C -2.2035 0.4255 -1.2089 0.771
C -2.8350 1.3913 -1.9708 -1.848
C -4.0322 1.9174 -1.5216 -0.222
C -4.6298 1.5213 -0.3232 1.051
C -5.9240 2.1342 0.1435 -1.046
I -7.2876 2.5078 -1.4766 0.127
C -5.6768 3.3910 1.0269 -0.289
C -5.6612 4.7279 0.2800 -1.373
C -3.9940 0.5227 0.4501 0.323
C -4.6050 0.0445 1.7374 -0.973
O -4.7014 1.1233 2.6491 -0.097
O -4.8691 0.4821 3.9168 -0.479
C -2.7909 -0.0136 -0.0221 0.576
C -2.0488 -1.0963 0.6828 -1.191
O -2.5844 -2.0542 1.1594 -0.522
H 4.6549 3.7853 0.2710 0.335
H 5.6155 4.7348 1.3434 0.444
H 4.2747 3.7301 1.9766 0.308
H 6.7781 2.6359 0.5845 0.206
H 6.5998 2.7250 2.3211 0.213
H 5.9740 0.5326 0.8385 0.196
H 5.3642 0.8553 2.4766 0.261
H 3.2871 1.4810 1.7245 0.504
H 3.7625 1.8233 0.1004 0.184
H 4.0765 -0.6045 -0.1563 0.214
H 1.4492 -1.7970 4.7454 0.293
H 2.2067 2.5212 -2.4280 0.235
H 1.2990 -0.2295 -3.8866 0.389
H 4.1436 -0.0176 -2.7330 0.242
H -2.3831 1.6987 -2.9013 0.537
H -4.5405 2.6573 -2.1217 0.381
H -6.4393 1.4176 0.7676 0.532
H -6.5119 3.4222 1.7229 0.344
H -4.7620 3.2445 1.5849 0.413
H -6.6800 5.0764 0.1529 0.369
H -5.1613 5.4724 0.8965 0.393
H -5.1786 4.6657 -0.6895 0.305
H -5.5962 -0.3737 1.5308 0.332
H -4.0344 -0.7401 2.2141 0.547
H -5.0522 1.1935 4.5472 0.339
C 2.8662 -3.3879 -2.3745 -0.327
C 3.5977 -4.7087 -2.4425 -0.422
O 4.9355 -4.3892 -2.0202 -0.326
S 4.8927 -3.2305 -0.9265 1.221
O 4.9645 -3.7993 0.3672 -0.641
O 5.7758 -2.1944 -1.3367 -0.558
O 3.3858 -2.7478 -1.1880 -0.080
H 3.0970 -2.7600 -3.2331 0.228
H 1.7892 -3.5018 -2.2926 0.335
H 3.6151 -5.1206 -3.4474 0.340
H 3.1799 -5.4411 -1.7488 0.274
C -12.0181 -0.6410 -3.0743 -0.333
C -10.7346 -0.6320 -2.2694 -0.297
O -9.7241 -0.2977 -3.2268 -0.271
S -10.3266 0.6962 -4.3276 1.098
O -10.0025 2.0314 -3.9793 -0.512
O -10.0375 0.1703 -5.6094 -0.531
O -11.8741 0.4550 -3.9860 -0.311
H -12.1231 -1.5613 -3.6521 0.288
H -12.9010 -0.4948 -2.4583 0.297
H -10.5132 -1.5948 -1.8181 0.316
H -10.7486 0.1405 -1.4972 0.258
C 11.3070 -0.0611 2.1038 -0.393
C 10.0544 -0.5009 2.8327 -0.289
O 9.1484 0.5958 2.6615 -0.286
S 9.3938 1.2888 1.2398 1.069
O 8.4654 0.7685 0.3044 -0.442
O 9.5602 2.6798 1.4444 -0.581
O 10.8209 0.6205 0.9405 -0.318
H 11.8922 0.6427 2.6989 0.296
H 11.9343 -0.8970 1.8067 0.306
H 10.2228 -0.6808 3.8904 0.306
H 9.6131 -1.3891 2.3758 0.278
C -9.2551 0.7692 6.4352 -0.309
C -8.8298 1.4185 5.1342 -0.270
O -7.8854 2.4213 5.5372 -0.284
S -7.0775 1.9149 6.8210 1.136
O -5.8427 1.3559 6.3947 -0.585
O -7.1311 2.9175 7.8162 -0.540
O -8.0510 0.7107 7.2130 -0.315
H -9.9841 1.3798 6.9710 0.285
H -9.6515 -0.2322 6.2939 0.307
H -9.6563 1.8806 4.6025 0.328
H -8.3212 0.7089 4.4777 0.222
C 7.8542 -3.8061 -5.2918 -0.345
C 6.8309 -2.8060 -5.7859 -0.073
O 6.0552 -3.5413 -6.7454 -0.318
S 5.9566 -5.0738 -6.2969 1.075
O 4.7330 -5.2774 -5.6067 -0.508
O 6.3354 -5.8905 -7.3881 -0.548
O 7.1308 -5.0421 -5.2124 -0.300
H 8.6727 -3.9290 -6.0034 0.292
H 8.2541 -3.5482 -4.3152 0.334
H 7.2816 -1.9391 -6.2597 0.316
H 6.1688 -2.4811 -4.9802 0.055
```

=====

No. 2
Formula: C32H45IrN2O3S5Se
Source: the OMol25 dataset
Level of theory: ωB97M-V with the def2-TZVPD basis set

The value obtained for the largest force on an atom is 3.37 eV Å⁻¹. For the HOMO-LUMO gap (spin up / spin down), the calculation gives 0.1478 / 0.1478 hartree. Its energy above the lowest of the compared OMol25 structures with the same formula, charge and spin is 3.623 eV. As for the spin multiplicity: 2. As for the net charge: +3.

```
89
Properties=species:S:1:pos:R:3:mulliken_spin:R:1
Ir -1.9152 0.8379 0.8711 -0.036
C -4.0264 2.8524 -1.1492 0.002
C -4.9260 2.5513 0.0357 0.001
S -4.5174 0.9622 0.8721 0.002
C -4.6081 1.3613 2.6525 0.000
C -3.8846 2.6014 3.1454 -0.001
S -2.1560 2.8446 2.5532 0.000
C -2.3438 4.3574 1.5038 0.000
C -1.7972 4.2616 0.0913 -0.005
S -2.2147 2.7661 -0.8768 0.014
H -4.2494 3.8426 -1.5482 0.000
H -4.1890 2.1206 -1.9404 0.000
H -5.9543 2.4566 -0.3174 0.000
H -4.9003 3.3462 0.7729 0.000
H -4.1907 0.4629 3.1098 0.000
H -5.6637 1.4399 2.9179 0.000
H -3.7998 2.5260 4.2304 0.000
H -4.4314 3.5168 2.9265 0.000
H -1.8009 5.1451 2.0302 0.000
H -3.3949 4.6351 1.4962 0.000
H -0.7067 4.2489 0.0955 0.002
H -2.1314 5.1259 -0.4861 -0.001
O 0.2881 0.7087 1.5128 0.009
S 1.5248 0.8726 2.3732 0.003
C 1.2719 -0.0654 3.9618 0.001
C 1.4701 -1.5689 3.9000 0.001
C 0.3841 -2.2564 3.0664 0.000
C -0.8659 -2.5738 3.8775 0.000
S -2.4154 -2.2733 2.9217 0.000
O -2.2954 -0.8457 2.4270 0.000
C -1.9993 -3.3093 1.4935 -0.001
C -2.4123 -4.6328 1.4891 0.000
C -2.1131 -5.4301 0.3956 0.000
C -1.3944 -4.9085 -0.6692 0.000
C -0.9922 -3.5827 -0.6552 0.000
C -1.3066 -2.7730 0.4229 -0.023
C 2.7178 -0.2218 1.5668 -0.024
C 4.0209 -0.2199 2.0400 0.001
C 4.9742 -0.9882 1.3922 0.003
C 4.6267 -1.7215 0.2657 -0.002
C 3.3196 -1.7185 -0.1952 0.020
C 2.3542 -0.9757 0.4636 0.033
H 0.2620 0.1968 4.2737 0.000
H 1.9840 0.3883 4.6500 0.000
H 1.4590 -1.9614 4.9197 0.000
H 2.4512 -1.8059 3.4853 0.000
H 0.7792 -3.1733 2.6273 0.000
H 0.1093 -1.5837 2.2537 0.001
H -0.9482 -1.9449 4.7648 0.000
H -0.9131 -3.6165 4.1859 0.000
H -2.9675 -5.0402 2.3193 0.000
H -2.4481 -6.4544 0.3671 0.000
H -1.1504 -5.5348 -1.5116 0.000
H -0.4326 -3.1779 -1.4838 0.002
H -1.0344 -1.7226 0.4246 0.021
H 4.2835 0.3732 2.9027 0.000
H 5.9867 -1.0086 1.7623 0.000
H 5.3755 -2.2998 -0.2508 0.000
H 3.0487 -2.3005 -1.0616 0.001
H 1.3247 -0.9865 0.1352 -0.015
N -2.4125 -1.0480 -3.2521 -0.001
C -2.5263 -0.8485 -1.9326 0.006
N -3.5559 -1.4469 -1.3122 0.000
O -1.7166 -0.1185 -1.3227 0.002
H -3.0632 -1.6205 -3.7631 0.000
H -1.7033 -0.5634 -3.7757 0.000
H -4.1916 -2.0624 -1.7924 0.000
H -3.6228 -1.3816 -0.3096 -0.001
C 5.6872 1.0290 -5.2901 -0.004
C 4.5429 1.1166 -4.3628 0.102
C 3.2565 0.7204 -4.7569 -0.001
C 2.1830 0.7734 -3.9018 0.068
C 0.8215 0.3250 -4.3299 0.002
C 2.3773 1.2442 -2.5776 0.005
Se 0.9162 1.2763 -1.4247 0.713
C 3.6625 1.6701 -2.1633 0.054
C 3.9104 2.2063 -0.7917 0.004
C 4.7072 1.5986 -3.0589 -0.021
H 5.3903 0.6622 -6.2673 -0.001
H 6.4588 0.3716 -4.8859 0.012
H 6.1624 2.0043 -5.4032 0.011
H 3.1097 0.3630 -5.7643 0.003
H 0.8104 0.0710 -5.3862 0.000
H 0.0901 1.1178 -4.1530 0.009
H 0.5330 -0.5587 -3.7555 0.006
H 2.9976 2.2279 -0.1926 0.004
H 4.3127 3.2166 -0.8570 0.003
H 4.6538 1.5981 -0.2780 0.009
H 5.6833 1.9324 -2.7404 0.003
```